## 1
{"formula": "C8H14O2", "method": "ωB97M-V/def2-TZVPD", "elements": ["C", "C", "O", "C", "O", "H", "H", "H", "H", "C", "C", "C", "C", "C", "H", "H", "H", "H", "H", "H", "H", "H", "H", "H"], "xyz": [[1.05, -1.10, -3.29], [0.82, -0.16, -2.14], [1.83, -0.13, -1.12], [0.71, -0.83, -0.71], [0.63, -2.00, -0.40], [0.20, -1.06, -3.98], [1.92, -0.84, -3.89], [1.18, -2.12, -2.94], [0.49, 0.84, -2.39], [-1.55, 2.06, 0.61], [-1.15, 0.63, 0.42], [-0.22, -0.05, 1.20], [0.85, 0.73, 1.92], [-0.70, -1.29, 1.92], [-1.96, 2.21, 1.61], [-0.72, 2.75, 0.55], [-2.35, 2.35, -0.07], [-1.98, 0.02, 0.08], [1.53, 1.21, 1.22], [1.45, 0.12, 2.60], [0.46, 1.53, 2.55], [-1.55, -1.10, 2.57], [-1.07, -2.01, 1.19], [0.10, -1.79, 2.48]], "lowdin_charge": [-0.05, -0.21, 0.04, -0.43, 0.06, 0.08, 0.08, 0.08, 0.13, -0.08, -0.10, -0.36, -0.05, -0.05, 0.09, 0.08, 0.07, 0.12, 0.08, 0.08, 0.08, 0.09, 0.08, 0.08], "smiles": "C[C@@H]1OC1=O.CC=C(C)C", "homo_ev": [-8.48, -8.48], "orbital_gap_ha": [0.3168, 0.3168], "spin_multiplicity": 1}



## 2
{"formula": "C8H14O2", "method": "ωB97M-V/def2-TZVPD", "elements": ["C", "C", "C", "C", "O", "O", "H", "H", "H", "H", "H", "H", "C", "C", "C", "C", "H", "H", "H", "H", "H", "H", "H", "H"], "xyz": [[2.09, -0.78, 1.03], [0.71, -0.21, 0.98], [0.56, 1.24, 0.70], [1.46, 1.98, 0.04], [-0.61, 1.74, 1.20], [-0.17, -0.77, 1.76], [-0.77, 2.62, 0.84], [2.63, -0.65, 0.09], [2.66, -0.26, 1.80], [2.04, -1.84, 1.27], [2.36, 1.54, -0.36], [1.30, 3.03, -0.15], [-2.29, -1.06, 0.14], [0.20, -1.25, -1.11], [-1.62, -0.37, -0.83], [-1.67, 0.70, -1.60], [-2.36, -2.14, 0.08], [-1.15, -0.83, 1.26], [-0.41, -1.76, -1.85], [0.93, -0.63, -1.61], [0.60, -2.05, -0.48], [-3.06, -0.54, 0.70], [-2.63, 1.05, -1.96], [-0.79, 1.24, -1.92]], "lowdin_charge": [-0.03, -0.36, -0.36, 0.08, 0.06, 0.02, 0.12, 0.08, 0.10, 0.09, 0.06, 0.07, -0.09, -0.01, -0.31, -0.01, 0.07, 0.09, 0.04, 0.04, 0.04, 0.08, 0.06, 0.05], "homo_ev": [-7.28, -7.28], "orbital_gap_ha": [0.2525, 0.2525], "spin_multiplicity": 1}



Energies in kcal/mol, measured from the most stable structure: 1 0.0; 2 47.5.



## 1
{"formula": "C20H23N3O3", "method": "ωB97M-V/def2-TZVPD", "elements": ["C", "O", "C", "C", "C", "C", "O", "C", "C", "C", "C", "O", "N", "C", "C", "C", "N", "C", "C", "C", "C", "C", "C", "N", "C", "C", "H", "H", "H", "H", "H", "H", "H", "H", "H", "H", "H", "H", "H", "H", "H", "H", "H", "H", "H", "H", "H", "H", "H"], "xyz": [[6.36, 1.25, -0.87], [5.30, 0.82, -1.68], [4.22, 0.23, -1.09], [3.18, -0.16, -1.93], [2.04, -0.75, -1.44], [1.91, -0.98, -0.08], [0.83, -1.56, 0.52], [-0.27, -1.93, -0.28], [-1.30, -2.58, 0.63], [-2.56, -2.98, -0.15], [-3.37, -1.74, -0.50], [-3.25, -1.14, -1.54], [-4.23, -1.37, 0.47], [-5.01, -0.15, 0.39], [-4.42, 0.96, 1.27], [-2.98, 1.22, 1.00], [-2.10, 1.42, 1.93], [-0.92, 1.70, 1.28], [0.34, 2.01, 1.78], [1.34, 2.27, 0.88], [1.12, 2.23, -0.50], [-0.12, 1.90, -1.02], [-1.13, 1.65, -0.11], [-2.46, 1.35, -0.26], [2.94, -0.60, 0.77], [4.08, 0.00, 0.28], [6.03, 2.00, -0.14], [6.82, 0.41, -0.33], [7.09, 1.69, -1.54], [3.29, 0.02, -2.99], [1.26, -1.03, -2.13], [-0.70, -1.04, -0.77], [0.04, -2.64, -1.06], [-1.55, -1.89, 1.43], [-0.85, -3.47, 1.08], [-3.17, -3.66, 0.46], [-2.28, -3.49, -1.07], [-4.21, -1.84, 1.36], [-5.01, 0.15, -0.66], [-6.04, -0.36, 0.70], [-4.51, 0.70, 2.33], [-4.99, 1.88, 1.10], [0.51, 2.05, 2.85], [2.33, 2.53, 1.23], [1.94, 2.44, -1.17], [-0.29, 1.86, -2.09], [-2.92, 1.09, -1.13], [2.83, -0.77, 1.83], [4.86, 0.29, 0.97]], "lowdin_charge": [-0.10, -0.09, -0.29, -0.01, -0.03, -0.28, -0.04, -0.21, -0.15, -0.10, -0.50, 0.04, 0.07, -0.17, -0.09, -0.35, 0.17, -0.23, -0.01, -0.10, -0.10, -0.02, -0.20, 0.18, -0.01, -0.02, 0.09, 0.09, 0.09, 0.12, 0.11, 0.12, 0.14, 0.12, 0.12, 0.12, 0.12, 0.15, 0.12, 0.12, 0.12, 0.12, 0.11, 0.10, 0.10, 0.11, 0.14, 0.12, 0.10], "smiles": "COc1ccc(OCCCC(=O)NCCc2nc3ccccc3[nH]2)cc1", "homo_ev": -7.68, "orbital_gap_ha": 0.3086, "spin_multiplicity": 1}



## 2
{"formula": "C20H23N3O3", "method": "ωB97M-V/def2-TZVPD", "elements": ["C", "O", "C", "C", "C", "C", "C", "C", "C", "O", "N", "C", "C", "C", "C", "N", "C", "C", "N", "C", "C", "O", "C", "C", "C", "C", "H", "H", "H", "H", "H", "H", "H", "H", "H", "H", "H", "H", "H", "H", "H", "H", "H", "H", "H", "H", "H", "H", "H"], "xyz": [[-3.89, -2.97, -0.62], [-3.60, -1.61, -0.42], [-4.61, -0.72, -0.18], [-5.95, -1.11, -0.20], [-6.96, -0.19, 0.06], [-6.65, 1.12, 0.36], [-5.32, 1.50, 0.39], [-4.29, 0.61, 0.12], [-2.91, 1.21, 0.21], [-2.74, 2.28, 0.76], [-1.93, 0.49, -0.39], [-0.56, 0.78, -0.48], [0.00, 1.97, -0.03], [1.36, 2.18, -0.15], [2.21, 1.22, -0.71], [3.58, 1.52, -0.82], [4.25, 1.85, 0.42], [4.30, 0.61, 1.34], [4.30, -0.58, 0.52], [3.59, -1.71, 0.75], [2.77, -1.76, 2.03], [3.62, -2.65, -0.02], [5.06, -0.46, -0.70], [4.43, 0.64, -1.59], [1.63, 0.04, -1.17], [0.27, -0.17, -1.05], [-4.41, -3.40, 0.24], [-2.93, -3.46, -0.73], [-4.48, -3.13, -1.53], [-6.22, -2.13, -0.42], [-7.99, -0.52, 0.03], [-7.43, 1.84, 0.56], [-5.05, 2.52, 0.62], [-2.19, -0.41, -0.77], [-0.62, 2.73, 0.42], [1.77, 3.12, 0.19], [5.25, 2.19, 0.17], [3.73, 2.67, 0.93], [3.41, 0.61, 1.98], [5.19, 0.64, 1.98], [2.36, -2.76, 2.13], [3.38, -1.53, 2.90], [1.95, -1.05, 1.97], [5.04, -1.43, -1.20], [6.10, -0.21, -0.45], [5.23, 1.26, -2.02], [3.87, 0.22, -2.42], [2.23, -0.75, -1.59], [-0.15, -1.10, -1.41]], "lowdin_charge": [-0.07, -0.12, -0.20, -0.02, -0.08, -0.08, -0.01, -0.05, -0.40, 0.06, 0.15, -0.22, 0.00, -0.01, -0.23, -0.11, -0.14, -0.12, -0.07, -0.52, 0.01, 0.04, -0.11, -0.14, -0.02, -0.01, 0.10, 0.10, 0.10, 0.10, 0.11, 0.10, 0.12, 0.12, 0.10, 0.11, 0.12, 0.11, 0.11, 0.13, 0.08, 0.08, 0.08, 0.12, 0.12, 0.12, 0.11, 0.10, 0.11], "smiles": "COc1ccccc1C(=O)Nc1ccc(N2CCN(C(C)=O)CC2)cc1", "homo_ev": -7.41, "orbital_gap_ha": 0.2953, "spin_multiplicity": 1}



Energies in kcal/mol, measured from the most stable structure: 1 0.0; 2 9.1.



## 1
{"formula": "H19O10", "method": "ωB97M-V/def2-TZVPD", "elements": ["O", "H", "O", "H", "H", "O", "H", "H", "O", "H", "H", "O", "H", "H", "O", "H", "H", "O", "H", "H", "O", "H", "H", "O", "H", "H", "O", "H", "H"], "xyz": [[-0.23, 0.15, 0.03], [-0.59, -0.01, -0.84], [0.73, -1.00, 2.42], [1.15, -1.69, 2.37], [0.38, -0.72, 1.54], [2.11, 1.04, 1.06], [2.10, 0.51, 1.99], [1.28, 0.76, 0.75], [0.29, 0.78, -3.96], [0.60, 1.00, -3.05], [0.95, 1.02, -4.49], [1.50, -1.67, -0.82], [0.80, -1.18, -0.50], [0.90, -2.49, -0.55], [0.05, -3.27, 0.27], [-0.75, -2.63, 0.39], [-0.06, -3.61, -0.46], [0.00, 2.57, 2.20], [0.75, 1.96, 1.91], [-0.74, 2.10, 1.83], [-1.99, -1.97, -0.01], [-1.39, -1.16, 0.12], [-2.38, -1.77, -1.05], [-2.30, 1.33, 1.02], [-1.54, 0.87, 0.42], [-2.83, 1.82, 0.40], [0.30, 2.70, -1.18], [-0.13, 1.90, -0.94], [1.05, 2.64, -0.87]], "lowdin_charge": [-0.36, 0.00, 0.05, -0.12, 0.03, -0.10, 0.12, -0.09, -0.02, 0.05, -0.05, -0.12, -0.11, -0.01, 0.03, 0.03, -0.09, -0.10, 0.01, -0.04, -0.13, 0.01, 0.20, -0.14, 0.02, 0.01, 0.08, -0.01, -0.13], "charge": -1, "homo_ev": -6.69, "orbital_gap_ha": 0.3480, "spin_multiplicity": 1}



## 2
{"formula": "H19O10", "method": "ωB97M-V/def2-TZVPD", "elements": ["O", "H", "H", "O", "H", "H", "O", "H", "H", "O", "H", "H", "O", "H", "H", "O", "H", "H", "O", "H", "H", "O", "H", "H", "O", "H", "O", "H", "H"], "xyz": [[0.61, 3.46, 1.15], [-0.27, 3.86, 1.17], [0.78, -2.03, -0.88], [2.38, 1.68, 0.47], [1.75, 2.31, 0.16], [-0.56, 2.87, -1.17], [-0.58, -3.06, 2.07], [1.99, 0.77, 0.62], [0.22, -3.50, 2.04], [4.12, -0.20, -0.36], [-0.04, -0.15, 0.19], [0.58, 3.12, 2.05], [-1.10, 0.04, 0.48], [0.72, -3.58, -1.29], [4.32, -0.91, 0.24], [-3.24, 0.78, -1.17], [-3.44, -0.02, -1.66], [-2.77, 0.29, -0.36], [-2.40, -2.37, -0.39], [-2.71, -2.73, 0.37], [-1.55, -1.89, -0.15], [1.08, -0.18, -0.46], [1.12, 0.39, -1.27], [-1.38, 0.91, 0.09], [0.96, -2.89, -0.62], [-0.33, -2.10, 1.87], [-1.47, 2.98, -1.48], [3.14, 0.00, -0.11], [-1.93, 2.13, -1.59]], "lowdin_charge": [-0.06, 0.05, -0.07, -0.13, -0.03, 0.02, -0.06, 0.02, -0.02, -0.11, -0.04, 0.06, -0.23, 0.06, 0.00, -0.12, 0.03, 0.07, -0.06, -0.04, 0.03, -0.33, 0.04, 0.00, -0.06, 0.07, -0.08, 0.02, -0.01], "charge": -1, "homo_ev": -5.71, "orbital_gap_ha": 0.3258, "spin_multiplicity": 1}



Energies in kcal/mol, measured from the most stable structure: 1 78.4; 2 0.0.



## 1
{"formula": "C3H11N2", "method": "ωB97M-V/def2-TZVPD", "elements": ["C", "C", "C", "N", "N", "H", "H", "H", "H", "H", "H", "H", "H", "H", "H", "H"], "xyz": [[1.80, 0.91, 0.74], [-1.16, 0.26, 0.08], [-2.13, -0.88, 0.25], [-1.77, -2.01, -0.73], [2.72, 1.06, -0.41], [1.50, 1.92, 1.07], [2.32, 0.43, 1.59], [-1.65, 1.22, 0.26], [-0.59, 0.32, -0.86], [-3.20, -0.60, 0.14], [-1.95, -1.31, 1.25], [-2.17, -1.81, -1.64], [-0.84, -1.62, -0.97], [2.59, 0.25, -1.00], [3.63, 1.51, -0.23], [0.91, 0.34, 0.44]], "lowdin_charge": [0.01, 0.32, -0.18, 0.05, 0.34, 0.13, 0.16, 0.13, 0.13, 0.19, 0.17, 0.10, 0.06, 0.16, 0.19, 0.05], "charge": 2, "s_squared": 0.75, "homo_ev": [-18.63, -18.64], "orbital_gap_ha": [0.2177, 0.2110], "spin_multiplicity": 2}



## 2
{"formula": "C3H11N2", "method": "ωB97M-V/def2-TZVPD", "elements": ["C", "N", "H", "H", "H", "H", "H", "H", "C", "C", "N", "H", "H", "H", "H", "H"], "xyz": [[-0.87, -2.05, 0.23], [-1.21, -0.70, 0.71], [-1.74, -2.71, 0.12], [-0.54, -1.96, -0.82], [-0.14, -2.60, 0.82], [-0.98, -0.59, 1.70], [-2.22, -0.55, 0.64], [-0.55, 0.20, -0.11], [1.72, 1.66, 0.60], [1.38, 1.30, -0.69], [0.02, 0.91, -0.94], [0.88, 1.68, 1.29], [2.69, 2.02, 0.93], [2.07, 1.28, -1.53], [0.04, 0.37, -1.81], [-0.54, 1.76, -1.14]], "lowdin_charge": [-0.07, 0.02, 0.11, 0.09, 0.11, 0.14, 0.15, 0.10, 0.32, 0.07, 0.15, 0.12, 0.14, 0.17, 0.17, 0.20], "charge": 2, "s_squared": 0.75, "homo_ev": [-20.27, -20.04], "orbital_gap_ha": [0.3751, 0.2082], "spin_multiplicity": 2}



Energies in kcal/mol, measured from the most stable structure: 1 80.8; 2 0.0.



## 1
{"formula": "C5H12N", "method": "ωB97M-V/def2-TZVPD", "elements": ["C", "C", "N", "C", "C", "C", "H", "H", "H", "H", "H", "H", "H", "H", "H", "H", "H", "H"], "xyz": [[1.55, 0.46, 0.84], [0.21, -0.25, 1.01], [-0.95, 0.68, 0.57], [-1.05, 0.61, -1.01], [-0.12, -0.49, -1.38], [0.02, -1.35, -0.01], [2.34, -0.06, 0.08], [2.07, 0.38, 1.75], [1.42, 1.51, 0.44], [0.08, -0.37, 2.07], [-0.88, 1.61, 0.95], [-1.71, 0.19, 1.17], [-2.20, 0.46, -1.19], [-0.84, 1.45, -1.62], [-0.54, -1.09, -2.19], [0.75, 0.06, -1.74], [0.90, -1.99, -0.03], [-1.05, -1.79, 0.28]], "lowdin_charge": [0.09, -0.25, 0.11, -0.06, -0.09, 0.05, 0.20, 0.11, 0.18, 0.17, 0.18, 0.23, 0.19, 0.14, 0.16, 0.15, 0.15, 0.27], "charge": 2, "s_squared": 0.75, "homo_ev": [-21.86, -21.50], "orbital_gap_ha": [0.5132, 0.1983], "spin_multiplicity": 2}



## 2
{"formula": "C5H12N", "method": "ωB97M-V/def2-TZVPD", "elements": ["C", "C", "N", "C", "C", "C", "H", "H", "H", "H", "H", "H", "H", "H", "H", "H", "H", "H"], "xyz": [[1.55, 0.21, -1.07], [0.45, -0.71, -0.55], [-0.92, -0.11, -0.90], [-1.33, 0.84, 0.22], [-0.61, 0.26, 1.46], [0.48, -0.64, 1.00], [1.41, 0.30, -2.16], [1.62, 1.23, -0.68], [2.54, -0.25, -1.00], [0.54, -1.73, -0.92], [-0.96, 0.41, -1.78], [-1.54, -0.92, -1.06], [-2.40, 0.69, 0.37], [-0.97, 1.87, 0.12], [-1.37, -0.38, 2.01], [-0.23, 1.02, 2.14], [1.42, -0.37, 1.51], [0.31, -1.72, 1.30]], "lowdin_charge": [0.05, -0.19, 0.12, -0.02, -0.07, -0.02, 0.15, 0.12, 0.13, 0.17, 0.20, 0.21, 0.16, 0.17, 0.22, 0.16, 0.19, 0.24], "charge": 2, "s_squared": 0.75, "homo_ev": [-22.00, -22.08], "orbital_gap_ha": [0.5236, 0.2472], "spin_multiplicity": 2}



Energies in kcal/mol, measured from the most stable structure: 1 40.4; 2 0.0.